(1)
Entry from the Open Molecules 2025 dataset: a structure of composition C21H34BrN2P3Rh (ωB97M-V/def2-TZVPD).

```
! RIJCOSX wB97M-V def2-TZVPD def2/J DEFGRID3
* xyz 3 1
Rh -0.33 0.61 -0.21
C 0.92 3.88 -0.59
P 0.53 2.64 0.69
C 1.94 2.67 1.83
C -0.78 3.46 1.66
C -2.09 3.36 0.88
P -2.34 1.61 0.45
C -3.75 1.60 -0.68
C -2.93 0.86 1.99
H 0.78 4.88 -0.18
H 0.27 3.77 -1.46
H 1.95 3.80 -0.91
H 2.12 3.70 2.15
H 2.85 2.29 1.37
H 1.71 2.07 2.71
H -0.49 4.49 1.84
H -0.86 2.97 2.63
H -2.06 3.95 -0.04
H -2.95 3.71 1.46
H -4.52 2.27 -0.28
H -4.17 0.60 -0.76
H -3.46 1.95 -1.67
H -3.83 1.38 2.33
H -2.17 0.92 2.77
H -3.18 -0.19 1.83
Br 6.96 1.50 -0.64
C 5.25 0.88 -0.51
C 4.20 1.58 -1.12
C 2.92 1.13 -0.98
C 2.63 -0.09 -0.30
C 3.74 -0.81 0.30
C 5.00 -0.31 0.23
N 1.37 -0.54 -0.34
C 1.25 -2.03 -0.44
C -0.16 -2.50 -0.04
C -0.48 -3.84 -0.44
C -1.66 -4.55 -0.18
C -2.88 -4.10 0.26
C -3.43 -2.73 0.29
N -2.91 -1.70 -0.23
H 4.42 2.47 -1.71
H 2.10 1.62 -1.50
H 3.56 -1.69 0.89
H 5.82 -0.81 0.72
H 1.96 -2.51 0.24
H 0.26 -4.40 -1.01
H -1.61 -5.62 -0.37
H -3.63 -4.86 0.42
H -4.47 -2.66 0.62
C -0.37 -2.29 1.49
P -1.43 -1.31 -0.87
C 1.65 -2.39 -1.88
C -1.76 -1.61 -2.63
H 0.39 -2.87 2.02
H -1.34 -2.61 1.84
H -0.24 -1.23 1.73
H 1.69 -3.46 -2.02
H 2.64 -2.00 -2.10
H 0.96 -1.96 -2.61
H -1.73 -2.67 -2.88
H -1.06 -1.06 -3.24
H -2.77 -1.24 -2.83
*
```

The value obtained for the HOMO energy (spin up / spin down) is -17.00 / -17.07 eV. Its max |F| is 0.506 eV/A. The value obtained for the HOMO-LUMO gap (spin up / spin down) is 5.30 / 5.36 eV.

In the Mulliken picture, each atom carries the following charge in e:
1 Rh -0.25
2 C -1.50
3 P 0.87
4 C -1.12
5 C -0.90
6 C -0.79
7 P 0.87
8 C -1.27
9 C -1.24
10 H 0.46
11 H 0.42
12 H 0.36
13 H 0.46
14 H 0.29
15 H 0.37
16 H 0.58
17 H 0.41
18 H 0.42
19 H 0.57
20 H 0.46
21 H 0.33
22 H 0.40
23 H 0.49
24 H 0.35
25 H 0.20
26 Br 0.07
27 C 0.10
28 C -0.77
29 C -0.54
30 C -0.32
31 C -0.02
32 C -0.81
33 N 0.22
34 C -0.61
35 C 1.62
36 C -0.64
37 C -0.59
38 C -0.44
39 C -0.40
40 N -0.22
41 H 0.52
42 H 1.04
43 H 0.53
44 H 0.50
45 H 0.56
46 H 0.36
47 H 0.49
48 H 0.48
49 H 0.47
50 C -1.61
51 P 0.82
52 C -1.26
53 C -1.47
54 H 0.47
55 H 0.51
56 H 0.19
57 H 0.47
58 H 0.43
59 H 0.25
60 H 0.38
61 H 0.52
62 H 0.46

=====

(2)
Entry from the Open Molecules 2025 dataset: an isolated molecule of C10H11N3 in a non-equilibrium geometry (ωB97M-V/def2-TZVPD).

```
! RIJCOSX wB97M-V def2-TZVPD def2/J DEFGRID3
* xyz 0 1
C 3.77 -0.49 0.62
C 2.93 -1.46 -0.17
C 1.89 0.49 -0.21
C 0.90 1.58 -0.27
C -0.44 1.57 -0.29
C -1.51 0.59 -0.13
C -1.28 -0.78 -0.22
C -2.41 -1.61 -0.10
C -3.61 -1.03 0.24
C -2.81 1.06 0.19
H 3.66 -0.60 1.73
H 4.84 -0.56 0.41
H 2.70 -2.31 0.37
H 3.38 -1.74 -1.13
H 3.07 1.54 0.93
H 1.43 2.53 -0.37
H -0.87 2.59 -0.39
H -0.26 -1.22 -0.34
H -2.30 -2.66 -0.19
H -4.48 -1.70 0.30
H -2.95 2.13 0.25
N 1.70 -0.74 -0.53
N 3.17 0.80 0.24
N -3.85 0.28 0.35
*
```

The value obtained for the HOMO energy is -8.67 eV. Its SMILES is C(=C/c1cccnc1)/C1=NCCN1. Its max |F| is 2.229 eV/A. The value obtained for the HOMO-LUMO gap is 8.86 eV. As for the energy relative to the best compared isomer or geometry (same formula, charge and spin): 38.0 kcal/mol.

In the Mulliken picture, each atom carries the following charge in e:
1 C -0.41
2 C -0.62
3 C 0.38
4 C -0.86
5 C -0.31
6 C 0.67
7 C -0.03
8 C -0.56
9 C -0.22
10 C -0.28
11 H 0.26
12 H 0.28
13 H 0.33
14 H 0.30
15 H 0.30
16 H 0.41
17 H 0.21
18 H 0.58
19 H 0.42
20 H 0.32
21 H 0.32
22 N -0.47
23 N -0.41
24 N -0.60

=====

(3)
Entry from the Open Molecules 2025 dataset: the ion C7H6NO4S2 with charge -1 in a non-equilibrium geometry (ωB97M-V/def2-TZVPD).

```
! RIJCOSX wB97M-V def2-TZVPD def2/J DEFGRID3
* xyz -1 1
C -2.87 -0.14 0.03
C -2.61 1.14 0.59
C -1.82 -0.91 -0.68
C -1.31 1.65 0.45
C -0.55 -0.37 -0.74
C -0.32 0.90 -0.13
C 2.04 0.95 -0.22
N 0.53 -0.92 -1.27
O 2.94 -1.60 -0.84
O 3.19 -0.52 1.32
O 1.06 -1.54 0.92
O 0.91 1.54 -0.16
S 3.46 1.52 -0.68
S 2.07 -0.90 0.06
H -3.82 -0.49 0.23
H -3.32 1.68 0.99
H -1.78 -1.94 -0.94
H -1.01 2.66 0.84
H 0.47 -1.80 -1.80
H 2.76 -0.89 2.04
*
```

The value obtained for the HOMO energy is -3.82 eV. Its SMILES is O=S1([O-])(O)Nc2ccccc2OC1=S. Its max |F| is 6.645 eV/A. The value obtained for the HOMO-LUMO gap is 7.20 eV. As for the energy relative to the best compared isomer or geometry (same formula, charge and spin): 69.3 kcal/mol.

In the Mulliken picture, each atom carries the following charge in e:
1 C -0.56
2 C -0.80
3 C -1.04
4 C -0.44
5 C 0.91
6 C 0.67
7 C 0.26
8 N -0.65
9 O -0.71
10 O -0.61
11 O -0.70
12 O -0.42
13 S -0.30
14 S 1.24
15 H 0.40
16 H 0.58
17 H 0.36
18 H 0.30
19 H 0.23
20 H 0.30

=====

(4)
Entry from the Open Molecules 2025 dataset: an isolated molecule of C3H6N2O3 in a non-equilibrium geometry (ωB97M-V/def2-TZVPD).

```
! RIJCOSX wB97M-V def2-TZVPD def2/J DEFGRID3
* xyz 0 1
C 1.59 -0.65 -0.50
C -0.12 1.08 0.08
C -2.30 0.19 -0.01
H 2.40 -0.25 0.10
H 1.68 -0.30 -1.60
H 1.63 -1.74 -0.61
H -0.27 -1.93 0.90
H 1.60 2.07 0.19
H -3.37 0.45 0.08
N 0.25 -0.33 0.02
N 0.52 2.09 0.37
O -0.02 -0.98 1.24
O -1.54 1.26 0.04
O -2.06 -0.97 -0.29
*
```

The value obtained for the HOMO energy is -8.93 eV. Its SMILES is [H]/N=C(/OC=O)N(C)O. Its max |F| is 4.192 eV/A. The value obtained for the HOMO-LUMO gap is 9.63 eV. As for the energy relative to the best compared isomer or geometry (same formula, charge and spin): 109.6 kcal/mol.

In the Mulliken picture, each atom carries the following charge in e:
1 C -0.88
2 C 0.39
3 C 0.22
4 H 0.35
5 H 0.29
6 H 0.27
7 H 0.36
8 H 0.27
9 H 0.39
10 N 0.11
11 N -0.57
12 O -0.43
13 O -0.31
14 O -0.48

=====

(5)
Entry from the Open Molecules 2025 dataset: the ion H3N3O2P with charge -1 in a non-equilibrium geometry (ωB97M-V/def2-TZVPD).

```
! RIJCOSX wB97M-V def2-TZVPD def2/J DEFGRID3
* xyz -1 3
N -0.31 -0.12 -1.52
N 0.22 0.90 -0.70
N 0.43 -0.40 1.71
O -0.54 -1.33 -1.07
O 1.07 2.17 1.51
P 0.37 0.92 0.86
H -0.89 0.38 -2.13
H 0.21 -1.30 1.31
H -0.56 -1.21 0.03
*
```

The value obtained for the HOMO energy (spin up / spin down) is -0.35 / -4.53 eV. Its max |F| is 7.606 eV/A. The value obtained for the HOMO-LUMO gap (spin up / spin down) is 4.37 / 7.35 eV. The expectation value of S² is 2.009. As for the energy relative to the best compared isomer or geometry (same formula, charge and spin): 113.8 kcal/mol.

In the Mulliken picture, each atom carries the following charge in e:
1 N -0.15
2 N -0.19
3 N -0.48
4 O -0.31
5 O -0.13
6 P -0.62
7 H 0.29
8 H 0.24
9 H 0.35

=====

(6)
Entry from the Open Molecules 2025 dataset: a cluster of 13 separate species, C32H98N8O13 in total in a non-equilibrium geometry (ωB97M-V/def2-TZVPD).

```
! RIJCOSX wB97M-V def2-TZVPD def2/J DEFGRID3
* xyz 0 1
C 4.03 -2.81 -0.49
C 5.36 -2.69 -1.16
C 5.53 -3.61 -2.35
O 5.23 -4.91 -1.90
C 5.41 -5.99 -2.77
N 5.67 -1.28 -1.63
H 3.28 -2.29 -1.11
H 4.08 -2.34 0.49
H 3.80 -3.88 -0.46
H 6.22 -2.95 -0.50
H 6.52 -3.65 -2.79
H 4.82 -3.31 -3.15
H 5.37 -6.95 -2.20
H 6.35 -5.81 -3.26
H 4.66 -6.02 -3.56
H 6.69 -1.23 -1.76
H 5.11 -1.02 -2.47
C 1.53 -3.00 2.20
C 2.34 -3.24 3.53
C 2.91 -1.97 4.13
O 3.78 -1.35 3.19
C 4.10 0.00 3.39
N 1.51 -3.95 4.48
H 2.11 -2.51 1.41
H 0.54 -2.40 2.32
H 1.33 -4.09 1.90
H 3.19 -3.86 3.18
H 3.38 -2.19 5.10
H 2.09 -1.27 4.41
H 3.20 0.60 3.19
H 4.87 0.23 2.67
H 4.48 0.26 4.38
H 1.93 -4.31 5.33
H 0.66 -3.41 4.67
C -6.30 1.28 -0.69
C -7.38 0.30 -0.13
C -7.88 -0.52 -1.33
O -8.84 -1.42 -0.88
C -9.47 -2.18 -1.85
N -6.74 -0.61 0.84
H -6.75 1.93 -1.44
H -5.56 0.73 -1.21
H -5.76 1.91 0.05
H -8.26 0.85 0.22
H -7.06 -1.08 -1.78
H -8.36 0.14 -2.09
H -10.17 -1.57 -2.40
H -10.07 -2.92 -1.33
H -8.71 -2.66 -2.49
H -7.32 -1.45 0.95
H -6.76 -0.15 1.75
C 0.02 5.54 4.41
C 0.28 4.12 4.01
C 1.74 3.91 3.58
O 2.00 4.83 2.56
C 3.38 4.97 2.28
N -0.13 3.25 5.21
H 0.55 6.24 3.78
H 0.37 5.64 5.47
H -1.07 5.81 4.38
H -0.42 3.83 3.22
H 1.88 2.87 3.21
H 2.49 4.04 4.38
H 3.78 4.11 1.75
H 3.99 5.09 3.17
H 3.45 5.82 1.61
H 0.49 3.49 5.97
H -1.01 3.67 5.48
C 2.01 -1.33 -4.91
C 2.54 0.07 -4.46
C 2.01 0.40 -3.04
O 1.87 1.83 -2.92
C 0.54 2.25 -3.26
N 3.99 0.07 -4.39
H 2.50 -2.14 -4.35
H 2.18 -1.48 -5.98
H 0.93 -1.35 -4.74
H 2.30 0.80 -5.20
H 2.69 0.09 -2.25
H 1.05 -0.08 -2.78
H -0.20 1.56 -2.76
H 0.51 2.06 -4.32
H 0.50 3.32 -3.00
H 4.25 1.01 -4.03
H 4.40 0.17 -5.32
C -2.44 -6.55 0.59
C -1.82 -5.22 0.85
C -1.22 -4.52 -0.35
O 0.08 -5.21 -0.57
C 0.85 -4.73 -1.63
N -2.98 -4.41 1.36
H -2.92 -6.84 1.51
H -1.81 -7.37 0.27
H -3.24 -6.42 -0.17
H -1.04 -5.28 1.61
H -0.92 -3.44 -0.11
H -1.86 -4.59 -1.28
H 1.02 -3.65 -1.65
H 0.37 -4.84 -2.60
H 1.81 -5.22 -1.67
H -2.60 -3.58 1.75
H -3.43 -4.96 2.09
C -0.23 6.47 -2.53
C -1.63 6.35 -3.14
C -2.59 5.41 -2.48
O -2.12 4.10 -2.35
C -2.75 3.36 -1.30
N -2.25 7.65 -3.26
H -0.28 6.94 -1.52
H 0.34 7.16 -3.18
H 0.38 5.55 -2.44
H -1.54 6.18 -4.21
H -3.53 5.48 -3.04
H -2.78 5.87 -1.44
H -2.83 3.93 -0.34
H -2.08 2.47 -1.12
H -3.78 2.99 -1.50
H -2.06 8.16 -4.12
H -2.22 8.38 -2.53
C 1.98 0.39 0.59
C 0.60 1.07 0.41
C -0.44 0.03 0.28
O -1.77 0.55 0.21
C -2.68 -0.43 -0.14
N 0.25 2.00 1.48
H 2.29 -0.06 -0.37
H 2.02 -0.46 1.30
H 2.75 1.14 0.84
H 0.66 1.61 -0.53
H -0.47 -0.68 1.09
H -0.17 -0.51 -0.63
H -3.68 0.02 -0.10
H -2.66 -1.27 0.63
H -2.61 -0.89 -1.12
H -0.73 2.21 1.49
H 0.73 2.85 1.45
O 2.79 3.28 -0.42
H 2.28 4.10 -0.44
H 2.53 2.75 -1.22
O 5.10 0.85 0.21
H 5.05 0.22 -0.53
H 4.56 1.63 0.03
O -0.60 0.68 4.15
H -0.17 1.05 3.37
H -0.59 1.42 4.81
O -1.80 -1.53 3.67
H -2.07 -1.95 4.51
H -1.37 -0.73 3.98
O -5.00 -3.03 -0.22
H -4.36 -3.62 0.25
H -4.83 -2.17 0.16
*
```

The value obtained for the HOMO energy is -8.65 eV. Its max |F| is 2.731 eV/A. The value obtained for the HOMO-LUMO gap is 9.15 eV. As for the energy relative to the best compared isomer or geometry (same formula, charge and spin): 22.9 kcal/mol.

Results of the Mulliken charge analysis, in e, for atoms 1 through 99:
1 C -0.20
2 C -0.15
3 C -0.66
4 O -0.27
5 C -0.78
6 N -0.41
7 H -0.27
8 H -0.11
9 H 0.59
10 H 0.35
11 H 0.50
12 H 0.13
13 H 0.22
14 H 0.34
15 H 0.29
16 H 0.26
17 H 0.06
18 C 1.06
19 C 0.28
20 C -0.61
21 O -0.27
22 C -0.36
23 N -0.65
24 H -0.77
25 H -0.45
26 H 0.14
27 H 0.27
28 H 0.40
29 H 0.12
30 H -0.16
31 H 0.22
32 H 0.41
33 H 0.25
34 H 0.21
35 C -1.45
36 C 0.38
37 C -0.94
38 O -0.32
39 C -0.76
40 N -0.48
41 H 0.47
42 H 0.37
43 H 0.38
44 H 0.26
45 H 0.38
46 H 0.41
47 H 0.30
48 H 0.25
49 H 0.31
50 H 0.26
51 H 0.22
52 C -1.43
53 C 0.60
54 C -0.43
55 O -0.30
56 C -0.70
57 N -0.64
58 H 0.38
59 H 0.31
60 H 0.39
61 H -0.09
62 H -0.24
63 H 0.74
64 H 0.16
65 H 0.34
66 H 0.27
67 H 0.26
68 H 0.28
69 C -1.45
70 C 0.49
71 C 0.11
72 O -0.46
73 C -0.22
74 N -0.65
75 H 0.13
76 H 0.43
77 H 0.37
78 H 0.42
79 H -0.28
80 H 0.16
81 H 0.24
82 H 0.36
83 H -0.28
84 H 0.22
85 H 0.28
86 C -1.68
87 C 0.58
88 C 0.11
89 O -0.39
90 C -0.62
91 N -0.49
92 H 0.46
93 H 0.34
94 H 0.31
95 H 0.11
96 H -0.21
97 H 0.37
98 H 0.06
99 H 0.43

=====

(7)
Entry from the Open Molecules 2025 dataset: an isolated molecule of C28H29ClF4O2 (ωB97M-V/def2-TZVPD).

```
! RIJCOSX wB97M-V def2-TZVPD def2/J DEFGRID3
* xyz 0 1
C 3.83 -2.40 4.26
C 4.40 -0.99 4.12
C 3.40 0.01 3.53
C 3.50 0.16 2.00
C 3.95 1.56 1.54
C 3.57 1.98 0.11
C 3.05 0.89 -0.82
C 1.55 0.74 -1.11
C 0.48 1.16 -0.31
Cl 0.76 2.02 1.18
C -0.87 0.95 -0.65
C -1.96 1.48 0.25
C -2.16 2.98 -0.03
C -2.78 3.74 1.13
F -3.38 2.92 2.01
F -3.72 4.60 0.72
F -1.87 4.44 1.81
C -1.19 0.28 -1.84
C -2.64 0.02 -2.16
C -3.22 -1.08 -1.27
C -2.40 -2.11 -0.80
C -2.89 -3.12 0.02
C -4.23 -3.12 0.41
C -5.06 -2.11 -0.06
C -4.58 -1.09 -0.90
C -5.58 -0.05 -1.35
C -0.14 -0.17 -2.63
C 1.20 0.05 -2.28
C 2.21 -0.51 -3.24
O 3.21 0.04 -3.61
C 1.86 -1.84 -3.80
C 0.59 -2.03 -4.12
F 0.14 -3.12 -4.71
C -0.41 -0.96 -3.88
O -1.32 -0.76 -4.63
H 4.45 -2.98 4.94
H 2.83 -2.39 4.68
H 3.83 -2.95 3.32
H 4.65 -0.65 5.13
H 5.31 -1.03 3.54
H 3.48 0.98 4.02
H 2.41 -0.38 3.75
H 4.24 -0.56 1.64
H 2.57 -0.14 1.55
H 3.53 2.28 2.23
H 5.03 1.62 1.69
H 4.46 2.40 -0.35
H 2.87 2.81 0.14
H 3.42 -0.10 -0.54
H 3.49 1.07 -1.79
H -1.71 1.31 1.29
H -2.90 0.98 0.05
H -2.85 3.08 -0.86
H -1.24 3.46 -0.33
H -2.79 -0.29 -3.19
H -3.19 0.94 -2.02
H -1.35 -2.15 -1.06
H -2.24 -3.90 0.39
H -4.62 -3.89 1.06
H -6.09 -2.11 0.24
H -6.43 -0.55 -1.81
H -5.92 0.54 -0.51
H -5.16 0.63 -2.08
H 2.62 -2.58 -4.00
*
```

The value obtained for the HOMO energy is -9.18 eV. Its SMILES is CCCCCCCc1c(Cl)c(CCC(F)(F)F)c(Cc2ccccc2C)c2c1C(=O)C=C(F)C2=O. Its max |F| is 0.925 eV/A. The value obtained for the HOMO-LUMO gap is 8.12 eV.

In the Mulliken picture, each atom carries the following charge in e:
1 C -1.24
2 C -0.48
3 C -0.99
4 C -0.12
5 C -0.92
6 C -1.48
7 C -0.70
8 C 0.17
9 C 1.64
10 Cl -0.17
11 C -0.06
12 C -2.07
13 C -0.73
14 C 0.83
15 F -0.28
16 F -0.30
17 F -0.28
18 C 0.29
19 C -1.35
20 C 1.06
21 C -0.61
22 C -0.86
23 C -0.66
24 C -0.61
25 C 1.30
26 C -1.90
27 C 0.06
28 C 0.34
29 C 0.00
30 O -0.56
31 C -0.79
32 C 0.22
33 F -0.30
34 C 0.26
35 O -0.58
36 H 0.36
37 H 0.35
38 H 0.29
39 H 0.33
40 H 0.34
41 H 0.50
42 H 0.32
43 H 0.46
44 H 0.13
45 H 0.32
46 H 0.39
47 H 0.43
48 H 0.59
49 H 0.59
50 H 0.64
51 H 0.83
52 H 0.24
53 H 0.35
54 H 0.48
55 H 0.68
56 H 0.03
57 H 0.33
58 H 0.41
59 H 0.41
60 H 0.43
61 H 0.52
62 H 0.33
63 H 0.34
64 H 0.49

=====

(8)
Entry from the Open Molecules 2025 dataset: an isolated molecule of C6H11N3O3 in a non-equilibrium geometry (ωB97M-V/def2-TZVPD).

```
! RIJCOSX wB97M-V def2-TZVPD def2/J DEFGRID3
* xyz 0 3
C -0.02 1.94 -0.80
C -0.97 0.65 0.84
C 0.49 -3.55 0.72
C -0.69 3.04 1.26
C 0.50 0.12 -2.47
C 0.62 -1.97 0.82
N -0.63 1.95 0.42
N 0.16 0.65 -1.16
N -0.61 -0.22 -0.34
O 0.34 2.90 -1.44
O -1.43 0.24 1.90
O -0.25 -1.51 -0.31
H 0.80 -3.63 -0.37
H 1.30 -3.91 1.27
H -0.49 -3.97 0.98
H -1.52 3.81 0.82
H -1.01 2.74 2.24
H 0.11 3.76 1.47
H 0.60 -0.86 -2.37
H -0.41 0.29 -3.10
H 1.33 0.72 -2.80
H 1.66 -1.73 0.75
H 0.12 -1.46 1.67
*
```

The value obtained for the HOMO energy (spin up / spin down) is -4.24 / -9.47 eV. Its max |F| is 5.543 eV/A. The value obtained for the HOMO-LUMO gap (spin up / spin down) is 4.90 / 6.98 eV. The expectation value of S² is 2.012. As for the energy relative to the best compared isomer or geometry (same formula, charge and spin): 9.1 kcal/mol.

In the Mulliken picture, each atom carries the following charge in e:
1 C 0.40
2 C 0.20
3 C -1.07
4 C -0.97
5 C -0.86
6 C -0.18
7 N 0.14
8 N 0.17
9 N 0.28
10 O -0.62
11 O -0.67
12 O -0.33
13 H 0.28
14 H 0.39
15 H 0.30
16 H 0.26
17 H 0.37
18 H 0.34
19 H 0.35
20 H 0.32
21 H 0.33
22 H 0.25
23 H 0.31

=====

Among the records above, which one has the highest max |F|?
H3N3O2P